Computed, not measured: a 16-piece molecular cluster, C88H178N8O19 overall in a non-equilibrium geometry, with ωB97M-V/def2-TZVPD.

Summary:
DFT total energy	-5326.5738	Eh
HOMO	-6.55	eV
frontier orbital gap	3.187	eV

```
! RIJCOSX wB97M-V def2-TZVPD def2/J DEFGRID3
* xyz 0 1
C -26.47105 4.63979 9.50529
C -26.91098 6.02691 9.18293
C -27.05367 6.93129 10.43496
N -27.94963 8.19561 10.35628
C -29.42344 7.84677 10.17890
C -30.34350 9.09691 10.00608
C -29.83495 10.11654 8.97775
C -28.33488 10.43861 9.04395
C -27.45325 9.19826 9.26853
C -27.79218 8.96333 11.69753
H -25.62361 4.60225 10.18978
H -26.17345 4.25610 8.52941
H -27.28931 4.13568 10.01950
H -27.84422 6.04524 8.62006
H -26.07145 6.30566 8.54606
H -26.05139 7.17034 10.79044
H -27.43512 6.44893 11.33492
H -29.51694 7.14714 9.34831
H -29.73921 7.40048 11.12188
H -31.32385 8.69223 9.75458
H -30.49552 9.59328 10.96452
H -29.98252 9.65870 7.99964
H -30.38525 11.03745 9.17062
H -27.94096 10.79810 8.09332
H -28.02480 11.25411 9.69733
H -27.43062 8.48499 8.44461
H -26.45917 9.58166 9.49856
H -26.77243 9.33765 11.78748
H -28.04356 8.26059 12.49193
H -28.48263 9.78804 11.87427
C -35.47088 16.84580 11.62894
C -35.20904 15.37640 11.21304
C -34.64514 14.47116 12.24433
N -34.26565 13.02986 11.81119
C -33.21413 12.92817 10.64518
C -31.81460 13.39749 10.98291
C -31.25611 12.81452 12.32802
C -32.28421 12.89653 13.44958
C -33.67184 12.26512 13.02295
C -35.51872 12.16882 11.37701
H -35.93668 17.38509 10.80415
H -34.50203 17.26366 11.90248
H -36.17450 17.07929 12.42801
H -34.61352 15.44342 10.30256
H -36.12293 14.97982 10.77070
H -35.37939 14.32167 13.03593
H -33.75407 14.98289 12.60795
H -33.65089 13.54568 9.86032
H -33.07424 11.86089 10.47353
H -31.71501 14.48151 11.03835
H -31.23352 13.18826 10.08476
H -30.32586 13.26923 12.66856
H -31.15811 11.73762 12.19094
H -32.47041 13.93593 13.71992
H -31.96197 12.36631 14.34577
H -34.30723 12.32420 13.90662
H -33.47435 11.22975 12.74525
H -35.09507 11.21224 11.07113
H -36.05203 12.62251 10.54163
H -36.14955 12.16157 12.26589
C -31.24172 9.68280 5.16626
C -32.39003 9.70084 6.10463
C -33.82243 10.18016 5.55891
N -34.84004 10.14901 6.71990
C -36.06032 10.80256 6.08464
C -36.92933 9.80859 5.25672
C -37.16817 8.39532 5.81578
C -35.90996 7.76174 6.21542
C -35.16795 8.71983 7.27771
C -34.37601 10.95389 7.93300
H -31.00689 10.69235 4.82894
H -31.46702 9.01311 4.33628
H -30.36852 9.28913 5.68649
H -32.10386 10.40634 6.88468
H -32.39069 8.71004 6.55899
H -34.08238 9.37562 4.87098
H -33.80504 11.19260 5.15546
H -35.84196 11.73169 5.55819
H -36.71073 11.09219 6.90999
H -36.59240 9.71836 4.22403
H -37.92980 10.23192 5.16757
H -37.94822 7.81142 5.32721
H -37.75283 8.44293 6.73448
H -35.28327 7.52587 5.35535
H -36.05664 6.77426 6.65299
H -34.29558 8.17238 7.63458
H -35.76894 8.87576 8.17359
H -34.05635 11.92262 7.54897
H -33.61534 10.51286 8.57720
H -35.29237 11.23080 8.45424
C -19.19462 6.46261 3.43346
C -20.72544 6.24990 3.61993
C -21.04133 6.35601 5.13373
N -22.51221 6.55331 5.51581
C -22.65408 6.73703 7.05315
C -22.32926 5.40713 7.78214
C -23.25249 4.23320 7.44074
C -23.06575 4.03388 5.89614
C -23.36832 5.34517 5.04463
C -23.02238 7.91897 4.97268
H -19.06066 6.87189 2.43214
H -18.68970 5.49872 3.49734
H -18.74011 7.09709 4.19436
H -20.98741 5.25813 3.25134
H -21.25053 7.06705 3.12532
H -20.55194 7.18892 5.63858
H -20.60988 5.45595 5.57171
H -22.14839 7.66533 7.31893
H -23.70373 7.00613 7.17118
H -21.29321 5.07086 7.74148
H -22.50264 5.62438 8.83610
H -22.93729 3.29749 7.90248
H -24.27670 4.51313 7.68718
H -22.10162 3.66572 5.54541
H -23.72900 3.22359 5.59341
H -23.08204 5.17864 4.00616
H -24.37613 5.73199 5.19556
H -22.30523 8.70764 5.20025
H -23.95842 8.05481 5.51441
H -23.19756 7.75126 3.91000
C -22.07402 4.09597 11.35268
C -22.18889 5.22515 12.38096
C -22.84306 4.81498 13.67456
N -23.59256 5.96778 14.43732
C -23.91280 5.49475 15.87217
C -24.91460 6.40130 16.68719
C -26.18981 6.71050 15.85045
C -25.88559 7.23270 14.40629
C -24.83134 6.38938 13.66408
C -22.57777 7.13275 14.74660
H -21.23810 4.39910 10.72224
H -22.99613 3.83971 10.83100
H -21.61651 3.22930 11.82983
H -22.51324 6.19920 12.01471
H -21.18339 5.46438 12.72715
H -22.18356 4.42750 14.45113
H -23.61993 4.08251 13.45533
H -24.29350 4.47994 15.75668
H -22.96697 5.39614 16.40488
H -25.18133 5.96417 17.64942
H -24.32699 7.30509 16.84828
H -26.79922 5.80694 15.86765
H -26.77593 7.51883 16.28767
H -26.79038 7.12792 13.80756
H -25.48679 8.23455 14.56554
H -25.37658 5.56578 13.20310
H -24.36563 6.87933 12.80900
H -22.28963 7.51250 13.76636
H -21.65913 6.78010 15.21547
H -23.11698 7.95830 15.21118
C -29.00623 -0.99386 14.13026
C -27.72489 -0.58240 13.30167
C -28.02380 -0.85940 11.78022
C -28.85825 0.17690 11.02134
C -28.36469 1.61252 11.26193
C -28.26565 1.96033 12.76049
N -27.40869 0.88901 13.46302
O -26.76969 1.24838 14.61792
C -29.69262 2.27375 13.40735
C -27.50105 3.25122 12.98629
C -26.39905 -1.32865 13.62455
H -29.88746 -0.40622 13.87291
H -28.83570 -0.69481 15.16447
H -29.35256 -1.98822 13.84845
H -28.61949 -1.77072 11.72785
H -27.07737 -0.96481 11.24988
H -29.88632 0.00673 11.34105
H -28.67482 -0.12869 9.99127
H -28.89352 2.44177 10.79208
H -27.37437 1.75037 10.82792
H -30.51134 1.56636 13.27543
H -29.93473 3.19072 12.87008
H -29.61390 2.54602 14.45986
H -27.58542 3.61443 14.01053
H -27.86224 4.04500 12.33243
H -26.42980 3.18639 12.79568
H -25.57541 -1.03371 12.97437
H -26.49818 -2.40613 13.49295
H -26.07266 -1.15850 14.65053
C -22.13453 11.50556 8.60944
C -22.78328 11.74185 7.20509
C -23.89685 10.75205 7.07573
C -24.86747 10.90478 5.92159
C -25.63150 12.24395 6.19922
C -24.63833 13.41398 6.22287
N -23.41078 13.09995 7.10190
O -22.55889 14.12878 7.42511
C -25.45468 14.58708 6.71145
C -24.10990 13.82597 4.85790
C -21.74034 11.59681 6.01871
H -21.32865 12.22272 8.76548
H -21.72491 10.49871 8.52845
H -22.84111 11.68181 9.42047
H -24.56235 10.69835 7.93732
H -23.46466 9.75228 7.03372
H -25.56935 10.08521 5.76739
H -24.34439 10.97931 4.96820
H -26.25709 12.01602 7.06222
H -26.39430 12.52010 5.47123
H -25.64485 14.52490 7.78294
H -26.44763 14.60345 6.26214
H -24.90154 15.52268 6.62911
H -23.70807 12.95989 4.33200
H -23.37569 14.62078 4.98937
H -24.75886 14.06143 4.01438
H -22.26536 11.70458 5.06958
H -21.36729 10.57440 6.07888
H -20.95398 12.35011 6.06633
C -32.14294 0.70164 9.09788
C -32.76892 2.08408 9.11394
C -32.33012 2.74594 10.44347
C -32.29871 4.26696 10.45553
C -31.29337 4.70768 9.45230
C -31.56448 4.24208 7.93358
N -32.18809 2.89286 7.87857
O -32.34371 2.39895 6.57715
C -30.15657 4.26895 7.23686
C -32.46903 5.30383 7.26461
C -34.27616 2.12432 9.13659
H -31.06936 0.67117 9.28387
H -32.23583 0.20204 8.13358
H -32.59003 0.15352 9.92721
H -31.28482 2.58621 10.70792
H -32.74266 2.25283 11.32366
H -32.32941 4.64149 11.47871
H -33.28552 4.61816 10.15391
H -30.35440 4.28587 9.81076
H -31.15260 5.78597 9.52703
H -30.24095 3.69576 6.31359
H -29.40762 3.69298 7.78039
H -29.87862 5.32056 7.16647
H -32.73388 5.17810 6.21477
H -32.10543 6.31693 7.43645
H -33.36805 5.27972 7.88046
H -34.70069 1.80740 8.18400
H -34.74024 3.10924 9.18803
H -34.90023 1.68414 9.91434
C -22.93090 9.84473 11.74700
C -23.14513 8.88964 10.66039
O -22.16596 8.36900 10.12122
O -24.33137 8.70992 10.31261
H -23.72069 9.99284 12.48348
H -22.77891 10.83581 11.31948
H -22.10217 9.55954 12.39506
C -34.39822 8.21086 12.62937
C -33.91089 8.32284 11.18132
O -33.54179 9.39554 10.79327
O -33.88378 7.32355 10.46234
H -33.96045 8.92599 13.32583
H -34.12902 7.22121 12.99846
H -35.48230 8.31841 12.66577
C -30.70815 13.49918 7.20155
C -29.90834 14.16265 6.08738
O -28.98558 13.53450 5.52722
O -30.11681 15.38527 5.92239
H -30.25994 13.96435 8.07952
H -30.69243 12.40999 7.16271
H -31.75267 13.77159 7.05030
C -27.83906 9.25017 4.86004
C -27.63856 7.83401 5.20671
O -28.67772 7.31479 5.71787
O -26.47974 7.34411 5.24477
H -28.76804 9.30673 4.29267
H -27.16499 9.63606 4.09529
H -27.88520 9.93611 5.70588
C -31.43087 6.19619 13.95335
C -29.95654 5.69897 14.10781
O -29.65733 4.94463 15.06808
O -29.14010 6.12801 13.30794
H -31.86254 6.38466 14.93632
H -32.02299 5.44588 13.42939
H -31.45456 7.05244 13.27927
C -27.13681 1.75837 6.90415
C -28.50216 1.20125 6.48602
O -28.60579 0.91082 5.28759
O -29.32308 1.06586 7.39991
H -26.88584 2.56732 6.21805
H -26.40865 0.95521 7.01734
H -27.26242 2.43675 7.74803
C -24.62651 1.18445 9.70375
C -24.18843 0.79407 11.11642
O -24.54747 1.53542 12.06928
O -23.48072 -0.18892 11.29676
H -25.14445 2.13799 9.60091
H -25.26949 0.49016 9.16281
H -23.70726 1.24212 9.12086
C -25.55492 12.50544 10.49987
C -24.70698 13.71346 10.97258
O -24.46153 13.92661 12.18020
O -24.27646 14.48102 10.06260
H -26.40315 12.69275 9.84145
H -25.70674 11.80537 11.32144
H -24.96910 11.90665 9.80247
*
```